Record 1
Here is 10 unconnected molecules or ions with the total composition C22H58F9N6O10P at a distorted geometry from OMol25. Energies are from the ωB97M-V functional and the def2-TZVPD basis.

The geometry in XYZ format:
```
106
Properties=species:S:1:pos:R:3:forces:R:3
H -2.51075 -4.88688 -1.26739 -0.2338 -0.1589 -0.3342
F -6.49046 0.42673 -1.06983 -2.3810 -1.3909 1.9564
O -2.63665 -2.39842 -5.73842 -0.1059 0.3849 -0.2924
C 3.60572 2.13720 -2.20414 0.3602 0.8078 -1.8747
H 2.91471 2.41611 0.97134 0.0752 0.0300 -0.8774
H 3.85830 -1.63482 3.55097 0.2648 0.1123 0.5535
H -2.23238 -3.48398 -2.94846 0.0860 -1.0317 0.0246
F -1.26509 0.06695 0.24085 0.4303 0.2400 0.5458
H 1.19087 1.76871 -3.44002 0.0754 -0.1726 -0.1196
H 4.16948 1.96123 -3.12029 0.5433 -0.6441 0.0125
H 5.98107 -2.71764 2.42391 -0.2460 0.2301 0.3458
H -2.29007 1.51987 -2.53496 0.1466 -0.3061 0.0792
H 0.97555 -2.48680 3.33666 0.5101 -0.4267 0.0375
C 1.56069 3.72995 1.84266 -0.0834 -1.0493 0.1094
C -1.08086 -2.27323 3.56959 -1.3594 -1.2056 0.1218
C 3.84093 -0.81213 2.83614 0.1468 -1.3014 -0.2432
H -1.73521 1.60899 1.69694 -1.1579 0.4988 0.2206
C -2.29330 3.46940 -3.41239 0.5708 0.2658 0.1686
O -4.82527 2.35721 0.26851 -0.6572 -2.1156 -3.9332
H 0.23162 -0.32786 3.05644 0.1100 -0.0936 -0.2273
N -2.54752 1.93073 4.72219 0.3734 -0.3837 5.4460
H 1.13209 2.90365 -1.46737 -0.0834 -0.0627 0.1894
H 3.62774 -2.16367 1.24105 0.3662 -0.7805 0.0690
C 2.60083 3.20757 -2.73623 -0.4373 -0.6403 2.7934
H 3.54749 -0.16730 0.26703 0.0335 -0.1354 0.3192
F -6.28135 1.85958 -2.60050 0.2250 -0.3406 -0.6097
H 2.77100 -0.62664 2.74155 0.1505 0.7749 -0.0677
C -3.00947 2.26913 -2.86537 -1.4534 0.1092 0.3149
C 1.68256 2.67735 -3.78750 -0.1752 0.0520 -0.9779
H 0.74397 -3.52551 -4.00444 0.1803 0.1127 0.1673
O -3.78699 2.51515 2.95784 -0.9386 0.2045 1.0521
H -2.96255 -0.65345 -4.01369 0.3575 0.0349 0.4437
F 1.96020 0.02742 -0.17234 -0.0124 1.4935 -0.4638
H 3.08386 4.13975 -3.02922 0.3006 -0.1902 -0.1439
H -3.31898 2.10038 5.35159 0.3738 0.0126 -0.1597
H 0.63726 -3.46226 5.47287 0.4477 -0.1237 0.0458
H -3.61949 -5.21304 0.04054 -0.1433 0.0189 0.0404
C -4.51373 1.70655 -0.95678 0.9665 2.9125 4.1384
C -2.95000 -3.13724 -0.11031 -1.6075 0.8886 -0.5060
H 0.89871 3.38303 -4.06262 -0.0361 0.2056 0.3743
C 4.37697 -1.43381 1.54775 -0.0857 1.1302 0.3068
H 2.95297 4.36504 -0.06966 -0.3046 -0.0998 -0.3903
F -5.07321 -0.00591 -2.52027 0.3895 -0.3994 -1.4104
N -2.50696 -1.49232 -3.68379 -0.0851 4.1597 1.5560
C 3.85722 2.83009 2.70782 -0.9074 1.4561 0.4189
C -2.45998 -2.47949 -4.50653 -1.8150 4.6954 -7.1355
F 0.53168 -1.40803 0.48807 -0.6100 -0.8204 1.5803
H -0.96940 1.25889 3.10723 -0.3557 0.1794 0.1955
O 0.48817 -0.65423 3.92204 0.9193 3.8579 0.3937
N 2.78374 -2.09970 -2.22696 2.9091 2.3760 2.3318
O -3.84403 2.69370 -1.78960 0.3437 0.4374 -1.1297
O 4.42416 -0.47117 0.51345 0.9287 0.4083 -0.5171
N -2.27084 -3.55131 -3.95547 1.9295 -9.1152 4.7820
H -3.73673 -1.35905 0.93907 0.0017 -0.1830 0.3346
H 6.59634 -1.20425 1.69672 -0.4125 0.3898 0.3641
F 0.02422 -0.49587 -1.39980 1.0197 0.6797 -1.6433
H -4.89360 -2.74842 0.83292 0.0067 0.1351 0.3664
H 2.10769 -1.60832 -1.65986 0.4069 -0.1270 -0.1362
C -2.78350 2.03879 3.45738 -3.1250 1.8658 -3.7200
C 2.49713 -2.97757 -3.15377 -0.4503 0.1818 1.0825
H -2.28137 -1.67316 -2.71606 -0.5673 0.6734 0.0944
H -2.95355 4.26767 -3.75142 -0.2171 -0.0212 0.3872
N 1.20390 -3.00891 -3.26845 -4.7585 -0.9105 -1.7058
H -1.31660 -3.33284 3.66838 0.1212 -0.3079 -0.1478
F 0.45754 0.65162 1.58243 0.9231 -0.1444 -0.8675
H -1.66449 1.59633 5.08072 -0.3780 -0.0063 -0.0074
O -2.14251 -2.42150 -1.05487 0.1129 -1.0021 -0.1797
C -3.39857 -4.50816 -0.76099 0.7181 1.4227 1.1592
C 0.30098 -1.97081 4.01990 -0.3731 -1.8767 -0.4045
H 4.47372 0.01696 3.15283 -0.3870 0.0488 0.1092
H 3.15129 2.25575 3.30773 0.0604 -0.4455 -0.1399
H -2.33339 -3.32676 0.76831 0.0036 -0.2807 0.0837
F 0.29170 1.65502 -0.49564 0.1768 -1.1575 0.3461
H 2.20252 2.50672 -4.73017 0.1850 -0.4403 0.0304
H 0.65972 -2.28790 -2.81667 -0.1261 -0.2310 -0.2618
H 4.33105 2.47822 -1.46542 -0.3698 0.3185 0.1375
H -0.36123 -2.24220 6.06705 -0.3181 0.4762 -0.1705
C -4.12585 -2.16820 0.32104 0.6287 -0.9359 -0.1917
H -4.62598 -1.63471 -0.48726 0.2507 -0.4154 -0.4723
H 1.04206 3.93368 0.90585 0.2899 0.2207 -0.1900
H 4.70257 2.19934 2.43280 0.0846 0.4335 0.0210
H -1.72176 -1.67916 -0.61502 0.0663 0.3310 0.2201
P 0.36905 0.12537 0.04081 -2.3426 -0.6406 0.0322
N -1.81036 1.64601 2.70346 4.9014 -2.0930 -2.3460
C 3.02853 3.33887 1.54026 -2.1811 -0.2177 -0.7025
O 3.30475 -3.67906 -3.67680 2.0681 -1.8519 -1.9706
H 6.01707 -2.48544 0.72809 0.0331 -0.0706 -0.2123
H -3.69750 1.04197 -0.67356 0.0390 -1.3304 -0.5880
H 3.17800 1.18627 -1.88657 -0.3654 0.2908 -0.0802
O 1.78902 3.59218 -1.59378 0.3305 0.8079 -0.4287
H 3.77505 -2.07066 -2.03577 -0.2935 0.4902 0.5380
C -5.60945 0.99380 -1.80110 1.7609 2.3265 0.6576
H -1.25616 -2.00607 2.52747 -0.0160 0.2529 0.0665
O 3.47529 4.42571 0.73352 1.8367 -0.3320 0.6483
H -4.28212 -4.40720 -1.39126 0.2616 0.0693 -0.2048
C 5.81079 -1.95901 1.65999 -0.2177 -0.9637 -0.8625
H 4.05103 3.67912 3.36333 0.8717 0.0250 0.0912
H -3.64508 1.86161 -3.65151 -0.0043 -0.4829 -0.3048
C 0.51738 -2.37948 5.43674 -0.1401 -1.0835 1.1297
H 1.32823 -1.88063 5.96756 0.2594 -0.0524 -0.4229
H -2.32134 -4.43268 -4.44612 0.1187 0.4130 0.1923
H -1.64375 3.80487 -2.60391 0.0628 0.5163 -0.1394
H 1.02447 2.84219 2.17799 -0.1003 0.2029 0.6781
H -1.78941 -1.79510 4.24593 -0.1175 0.4276 -0.2503
H 1.40143 4.60287 2.47570 0.2711 -0.1491 0.2712
H -1.67323 3.23866 -4.27862 0.1511 -0.3479 -0.0114
```
Positions in Å, forces in eV/Å.

Values from the calculation:
Net charge: -2
E, eV: -86924.558
Gap between HOMO and LUMO, eV: 5.031
E_HOMO, eV: -1.04
Multiplicity: 1

***

Record 2
Here is 9 unconnected molecules or ions with the total composition C22H58N2O10S6 at a distorted geometry from OMol25. Energies are from the ωB97M-V functional and the def2-TZVPD basis.

The geometry in XYZ format:
```
98
Properties=species:S:1:pos:R:3:forces:R:3
C 5.31664 -0.31386 -2.44815 -0.5037 -0.2932 -1.2533
C -3.72677 -3.80932 0.92654 0.5194 0.2187 -0.5139
C -1.64735 1.09123 -4.51368 -0.3925 -0.6636 0.9071
C -0.66503 7.02384 2.07779 -0.0574 -0.7812 0.6781
H 4.10188 0.99382 -3.83380 0.2797 -0.5343 -0.5668
O -1.66248 0.60670 1.86974 2.4229 0.8278 -2.0744
H 3.32533 0.62540 -2.38148 0.0479 -0.0753 0.3262
H -5.38340 -1.22177 -0.36814 0.0837 -0.5278 -0.1992
H -0.68279 6.91578 0.99330 0.6776 0.0535 0.0604
C 2.19200 -1.14248 3.02235 0.4620 0.3953 -0.5620
H -2.69701 1.97037 -1.91930 -0.2224 0.1710 -0.0798
H -1.27707 -5.90269 0.04951 0.2301 0.3044 -0.2240
H -3.21698 -3.25904 1.71737 -0.5119 0.6600 -0.0939
C -1.14779 -1.63211 4.33659 0.4665 0.0527 0.6959
H 3.20746 -4.48238 -0.35525 -0.4911 0.4034 0.0579
O -2.93441 -3.44264 5.10939 0.4100 0.6536 0.4360
H -0.07244 4.94916 0.11840 -0.2897 -0.6195 0.0668
H 0.60017 -2.32017 -4.85477 0.2378 -0.1399 -0.0626
C -0.21372 5.89119 4.59987 -0.8828 0.3958 -0.2470
H -0.88040 -0.57559 4.35604 -0.4222 0.1347 -0.3685
H -4.11597 0.92799 -1.52263 -0.0910 0.1069 -0.4180
H 2.23635 -1.05067 4.10757 -0.0626 0.3012 -0.1557
H 2.97670 5.05760 -0.45539 0.6298 0.0497 -0.8286
O 0.72031 -3.81926 -1.43630 -0.4177 -1.1208 1.0970
C -0.20736 -6.07419 -0.07050 0.8149 -0.6254 -0.9314
H 0.59979 3.01480 -2.88001 0.1615 0.1036 0.3543
H -0.54317 -1.56825 -0.87468 0.5510 -0.0642 -0.1245
H 3.32789 -2.58636 0.96356 0.0163 -0.1158 -0.0071
S 0.77886 -4.51690 -0.08670 0.5180 0.7766 -0.2955
H 1.93132 -3.09474 -3.90346 -0.4044 0.2181 0.4443
H -1.08490 -2.07592 3.34302 -0.3406 0.1555 0.0112
H 6.00604 -0.69527 -3.20138 -0.1310 -0.0428 -0.2844
H -6.75874 -1.48359 0.72619 0.0147 -0.2175 -0.0050
S -3.31976 0.49142 -3.87548 0.5773 -1.0388 1.6419
H 0.20831 5.09183 5.20899 0.2685 0.3287 -0.0647
H -0.38938 -2.09625 4.96705 -0.0719 -0.3196 0.0810
H -3.58046 -1.53340 2.85720 0.3186 -0.4865 0.3401
H 2.35728 6.19274 -1.81016 0.3843 -0.4898 -0.1785
H -0.22039 7.94985 2.44237 -0.0935 0.0622 -0.2831
N -0.17108 0.20751 0.14749 -0.1634 -1.6946 -0.6583
H 2.28893 -2.63374 -5.46220 -0.2162 0.4085 -0.4453
S 0.28111 5.61555 2.86360 -1.7883 -0.9396 -0.6358
O 4.60511 -1.94721 3.29876 -0.3273 1.4902 -1.6394
H 1.90627 -2.16712 2.78451 0.0467 0.0484 -0.1433
H -5.12762 -1.25284 1.37862 -0.1046 0.0263 0.0327
H 2.34871 3.42753 -2.81248 0.0043 -0.3469 0.1144
H 2.49032 -5.96586 -0.88890 -0.0688 -0.1771 0.0696
H -3.21139 -3.68328 -0.02561 -0.0417 0.3164 -0.1379
H -3.49133 -4.82523 1.24373 -0.9666 -0.3575 -0.1738
H 1.24354 4.49070 -3.56049 -0.3394 0.5016 0.2117
O -0.99540 3.74203 -1.32216 1.9648 0.8105 1.6957
O -6.02119 -3.80033 2.12660 -0.4184 0.2371 -0.4486
H -2.48581 0.28786 -1.49118 0.0942 -0.3332 -0.4754
H -1.32626 0.52619 -5.38874 -0.4548 -0.1900 0.0597
C 3.99351 0.17902 -3.11794 -0.4025 -0.2006 1.1525
C -3.14459 0.98104 -2.01425 0.4010 0.1786 -1.1738
H -1.29704 5.86363 4.71713 -0.1898 -0.5802 -0.5076
H 1.55693 -0.40589 2.53019 -0.3334 -0.0459 0.2595
S 3.90311 -0.87291 2.44362 -0.1546 -2.0215 1.6244
C 2.14059 5.50050 -0.99656 -0.5613 -0.7177 0.8373
H 5.12551 -1.16907 -1.79993 -0.1645 0.2857 0.1730
H 2.95561 -1.09470 0.13161 0.4807 0.3665 -0.0332
O 3.26630 -0.99309 -3.63448 2.9211 0.7759 0.9913
C 1.33115 3.80633 -2.71665 0.8250 0.0582 0.0573
H 0.26872 0.49402 -1.93695 0.0072 -0.5080 0.1391
H 4.72495 -1.68795 0.41017 -0.2498 0.3273 -0.4630
C 2.08099 -0.93315 -4.15597 -1.5580 -1.6793 -1.3237
O -3.31299 -1.03137 -3.78433 0.2487 1.5973 -0.5020
C -0.02204 4.32381 -0.78636 -1.5526 0.1888 -2.0910
H -4.85577 -1.55925 4.11380 0.1504 0.1093 0.1385
C 2.45240 -5.22313 -0.09202 0.0400 -0.6145 -0.1350
H -1.21011 -1.65427 0.67909 -0.1920 0.9465 0.4351
H 0.81786 1.75089 -0.88814 -0.2975 0.0962 0.2632
C -0.36309 -1.22489 0.14403 -0.0915 -0.9462 -0.2022
H 0.09638 -6.87654 0.60187 0.3040 0.7082 0.9001
H -1.72030 6.93991 2.33750 0.0695 -0.0045 0.4797
H 1.68272 0.28600 -0.81351 -0.0611 -0.4598 -0.3308
H 1.75830 6.14612 -0.20591 -0.8145 -0.1201 -0.0362
C -3.82760 -1.27692 3.88737 0.7271 0.6737 0.4704
O -0.44473 4.33806 2.42249 1.0879 1.6489 0.5901
H -0.93823 0.86691 -3.71687 0.0864 0.2320 -0.1542
C 3.69910 -1.58137 0.76285 0.0465 -0.7628 1.1703
H 0.51170 -1.70095 0.58697 0.1807 -0.2172 -0.3484
H 2.74901 -5.65737 0.86273 -0.2994 -0.0903 0.0497
C -5.70142 -1.69185 0.56245 0.5900 -0.0589 0.4841
H 5.90548 0.45020 -1.94064 -0.5625 0.2178 0.1902
H -0.54247 2.01499 0.74414 -0.4646 0.3383 0.8698
O 1.38050 0.02460 -4.32982 0.1592 1.2192 0.4097
H -1.66327 2.15015 -4.77166 -0.2505 -0.0015 0.2857
H -0.03491 6.91207 4.93740 0.9486 -0.1117 0.0106
C 0.67121 0.67203 -0.93974 0.3091 1.1404 0.5752
C 1.66553 -2.32157 -4.62434 0.3089 -0.1204 0.2960
H 0.05651 -6.58378 -0.99721 -0.5617 0.3732 -0.6151
S -2.72082 -1.95570 5.19202 -0.6043 -1.1575 -1.8135
N 1.19670 4.42442 -1.38822 -0.4350 0.4546 -0.4314
S -5.54590 -3.51992 0.73686 0.8359 -0.3105 0.9286
H -3.62278 -0.20824 3.95113 -0.5134 0.2672 0.0125
C -0.81511 0.98026 1.00336 -2.3402 0.5076 1.5649
```
Positions in Å, forces in eV/Å.

Values from the calculation:
E, eV: -112214.137
Gap between HOMO and LUMO, eV: 8.417
E_HOMO, eV: -8.40
Multiplicity: 1